This record from the OMol25 dataset describes a structure of composition C47H46AsCl2CsN6OS2Se at a distorted geometry. The level of theory is ωB97M-V/def2-TZVPD.

CARTESIAN COORDINATES (ANGSTROEM)
1 Cs 0.2629 -0.8196 0.5505
2 Cl 0.3148 0.5730 3.2741
3 C 1.9802 0.4262 3.7251
4 C 2.2626 0.1597 5.0483
5 C 3.5750 -0.0227 5.4513
6 C 4.5919 0.0500 4.5103
7 C 4.2941 0.3433 3.1983
8 Cl 5.5845 0.4510 2.0572
9 C 2.9755 0.5555 2.7377
10 S 2.6431 0.9511 1.1153
11 H 1.4554 0.0935 5.7625
12 H 3.8055 -0.2155 6.4863
13 H 5.6189 -0.1259 4.7938
14 S -0.1691 0.1965 -7.4473
15 C -0.5531 0.1998 -5.7145
16 C 0.4448 0.0194 -4.7667
17 C 0.0793 0.0048 -3.4314
18 N -1.1694 0.1447 -3.0082
19 C -2.1031 0.3622 -3.9210
20 C -1.8569 0.4012 -5.2847
21 C 0.9060 -1.2358 -7.3944
22 C 0.3537 -2.4811 -7.1340
23 C 1.2088 -3.5676 -7.0558
24 N 2.5187 -3.4740 -7.2108
25 C 3.0370 -2.2832 -7.4538
26 C 2.2760 -1.1276 -7.5653
27 H 1.4768 -0.0936 -5.0632
28 H 0.8409 -0.1046 -2.6720
29 H -3.1060 0.5229 -3.5414
30 H -2.6430 0.5802 -6.0020
31 H -0.7084 -2.5878 -6.9854
32 H 0.8253 -4.5619 -6.8599
33 H 4.1147 -2.2505 -7.5525
34 H 2.7325 -0.1699 -7.7470
35 C -6.8015 2.5392 0.2430
36 C -6.7803 1.2713 0.8015
37 C -5.6647 0.4650 0.6625
38 C -4.5502 0.9075 -0.0435
39 C -4.5855 2.1784 -0.6129
40 C -5.7010 2.9897 -0.4656
41 As -2.9550 -0.2307 -0.3144
42 C -3.8394 -1.5013 -1.4885
43 C -3.2758 -2.7604 -1.6462
44 C -3.8153 -3.6848 -2.5192
45 C -4.9310 -3.3565 -3.2687
46 C -5.4968 -2.1004 -3.1363
47 C -4.9538 -1.1807 -2.2551
48 C -3.1956 -1.1195 1.4190
49 C -3.7001 -2.3946 1.6291
50 C -3.8776 -2.8844 2.9148
51 C -3.5686 -2.1011 4.0145
52 C -3.0597 -0.8254 3.8216
53 C -2.8798 -0.3486 2.5365
54 H -7.6740 3.1675 0.3523
55 H -7.6410 0.9059 1.3420
56 H -5.6633 -0.5264 1.1022
57 H -3.7261 2.5181 -1.1863
58 H -5.7096 3.9733 -0.9091
59 H -2.3902 -3.0073 -1.0825
60 H -3.3597 -4.6593 -2.6255
61 H -5.3472 -4.0759 -3.9579
62 H -6.3605 -1.8380 -3.7301
63 H -5.3943 -0.1935 -2.1690
64 H -3.9844 -3.0057 0.7800
65 H -4.2859 -3.8761 3.0577
66 H -3.7257 -2.4809 5.0153
67 H -2.8236 -0.1952 4.6698
68 H -2.5073 0.6590 2.3896
69 C 1.0131 3.8844 1.9480
70 N -0.3894 3.6193 2.0900
71 C -1.2194 3.3285 1.0641
72 Se -0.8376 3.3594 -0.6927
73 N -2.4514 3.0623 1.5734
74 C -2.4132 3.1877 2.9403
75 C -3.3903 3.0269 3.9054
76 C -3.0214 3.2664 5.2186
77 C -1.7227 3.6395 5.5510
78 C -0.7356 3.7833 4.5910
79 C -1.0920 3.5487 3.2710
80 H 1.4241 3.2307 1.1751
81 H 1.5110 3.6679 2.8899
82 H 1.1842 4.9231 1.6609
83 H -3.2480 2.8217 0.9917
84 H -4.3914 2.7283 3.6321
85 H -3.7585 3.1679 6.0003
86 H -1.4775 3.8319 6.5847
87 H 0.2657 4.0642 4.8754
88 C 0.7987 -6.1663 0.0870
89 N -0.2688 -5.1922 -0.0258
90 C -0.9391 -4.9508 1.2365
91 C -0.0457 -4.0895 -0.8284
92 O -0.2163 -2.9400 -0.4259
93 N 0.3374 -4.3629 -2.1018
94 C -0.0797 -5.5646 -2.7931
95 C 0.7271 -3.2536 -2.9463
96 H 1.4689 -5.9064 0.9159
97 H 1.3811 -6.2010 -0.8255
98 H 0.3726 -7.1486 0.2813
99 H -1.4375 -5.8710 1.5440
100 H -1.6828 -4.1706 1.1030
101 H -0.2489 -4.6373 2.0305
102 H -0.7863 -6.1168 -2.1762
103 H 0.7719 -6.2056 -3.0370
104 H -0.5728 -5.2825 -3.7263
105 H 1.3713 -2.5829 -2.3834
106 H -0.1382 -2.6898 -3.3028
107 H 1.2833 -3.6363 -3.7997

The gap between HOMO and LUMO is 0.2300 Ha. The HOMO energy is -6.288 eV. The value obtained for the relative energy (zero: lowest compared OMol25 entry of this formula, charge and spin) is 165.40 kJ/mol. The value obtained for the lowest unoccupied orbital energy is -0.030 eV. As for the total charge: 0. The calculation puts the total energy at -8596.50607 hartree.